[1]
Entry from the Open Molecules 2025 dataset: one molecule with the formula C3H5N3 (wB97M-V/def2-TZVPD).

```
11
Properties=species:S:1:pos:R:3:forces:R:3
N 0.19116 -1.29593 0.19119 0.5 0.1 0.0
N 1.39888 -1.02876 0.16207 -0.4 -0.5 0.1
H -2.21063 -1.44758 -0.24342 0.0 0.1 0.1
N -2.04583 -0.53016 0.15501 0.1 0.1 -0.1
C -0.70366 -0.15508 0.03406 0.2 0.2 0.0
H 1.91092 -1.90436 0.30619 -0.1 -0.1 0.0
H 1.63796 1.76745 -1.01413 -0.1 0.1 0.1
C 1.07177 1.57742 -0.10263 -0.2 0.2 0.0
H -2.68185 0.16465 -0.21373 0.1 -0.2 0.0
C -0.10635 1.00367 -0.11908 0.3 -0.2 0.1
H 1.53764 1.84869 0.84447 -0.1 0.2 -0.1
```
Forces are in eV/Å.

Properties
**Highest occupied orbital energy**: -0.3051 hartree
**SMILES string**: [H]/N=N/C(N)=C=C
**E**: -281.4523 Eh
**Energy relative to the best compared isomer or geometry (same formula, charge and spin)**: 361.8 kJ/mol
**LUMO level**: 0.0176 hartree
**HOMO-LUMO gap**: 0.32267 Ha

natural (NBO) atomic charge list, values in e, 2 entries:
1. N -0.130
2. N -0.326

[2]
Entry from the Open Molecules 2025 dataset: one molecule with the formula C3H5N3 at a distorted geometry (wB97M-V/def2-TZVPD).

```
11
Properties=species:S:1:pos:R:3:forces:R:3
C -0.66992 -1.23592 0.15813 -0.1 1.0 0.3
H -1.12721 -0.86769 -0.74890 0.1 -0.4 -0.6
H -2.10572 1.86639 0.37863 0.0 -0.3 -0.1
N 0.84909 0.73751 -0.12470 -0.1 -0.3 0.2
N -1.20498 1.81067 -0.08553 0.5 -0.1 0.9
C 1.39968 -0.50700 -0.09843 0.3 -0.2 0.0
H 1.46301 1.53498 -0.25013 -0.4 0.0 0.2
H 2.46946 -0.58202 -0.24476 0.0 0.0 0.1
H -1.26897 -2.06273 0.59487 0.1 1.3 0.5
C -0.47961 0.84258 0.27934 -0.5 -1.1 -0.9
N 0.67518 -1.53678 0.14148 0.1 0.2 -0.4
```
Forces are in eV/Å.

Properties
**Highest occupied orbital energy**: -0.3111 hartree
**E**: -281.4887 Eh
**Energy relative to the best compared isomer or geometry (same formula, charge and spin)**: 266.1 kJ/mol
**LUMO level**: 0.0261 hartree
**HOMO-LUMO gap**: 0.33718 Ha

natural (NBO) atomic charge list, values in e, 2 entries:
1. C -0.228
2. H 0.203

[3]
Entry from the Open Molecules 2025 dataset: one molecule with the formula C3H5N3 (wB97M-V/def2-TZVPD).

```
11
Properties=species:S:1:pos:R:3:forces:R:3
N 1.39674 -1.02064 0.20865 -0.4 -0.5 0.0
C -0.70247 -0.15369 0.05736 0.0 0.2 0.0
C -0.11346 1.01343 -0.06231 0.3 -0.2 0.1
H -2.21377 -1.43281 -0.29044 0.0 0.1 0.1
N -2.04698 -0.53289 0.14236 0.0 0.0 -0.1
H 1.91148 -1.90240 0.29473 -0.1 -0.1 0.0
C 1.06850 1.57761 -0.09847 -0.2 0.1 0.0
N 0.18970 -1.29467 0.19437 0.5 0.2 0.0
H -2.68243 0.16513 -0.21926 0.1 -0.1 0.0
H 1.62053 1.66421 -1.03237 -0.1 0.2 0.0
H 1.57215 1.91673 0.80537 -0.1 0.1 -0.1
```
Forces are in eV/Å.

Properties
**Highest occupied orbital energy**: -0.3052 hartree
**SMILES string**: [H]/N=N/C(N)=C=C
**E**: -281.4520 Eh
**Energy relative to the best compared isomer or geometry (same formula, charge and spin)**: 362.3 kJ/mol
**LUMO level**: 0.0175 hartree
**HOMO-LUMO gap**: 0.32265 Ha

natural (NBO) atomic charge list, values in e, 2 entries:
1. N -0.327
2. C 0.142

[4]
Entry from the Open Molecules 2025 dataset: one molecule with the formula C3H5N3 at a distorted geometry (wB97M-V/def2-TZVPD).

```
11
Properties=species:S:1:pos:R:3:forces:R:3
H 2.67090 -0.70279 0.46972 0.4 -1.0 -0.4
H -2.07116 -0.42767 -0.96599 0.1 0.0 0.1
C 0.54002 1.07804 -0.16345 -0.1 0.2 -0.1
H 0.18797 2.09552 -0.11222 -0.2 0.0 -0.3
C -0.16020 -0.15315 -0.03270 0.0 0.0 0.0
H -2.10778 0.50179 0.53376 0.1 -0.1 -0.1
N 1.82234 0.84029 -0.23035 -0.3 0.2 0.3
N 1.91124 -0.49441 -0.15643 0.1 0.4 0.4
H -1.88607 -1.26108 0.59251 0.1 0.1 -0.1
N 0.73092 -1.12282 0.02768 -0.1 0.4 0.1
C -1.63816 -0.35373 0.03747 0.0 0.0 0.0
```
Forces are in eV/Å.

Properties
**Highest occupied orbital energy**: -0.3676 hartree
**SMILES string**: Cc1cn[nH]n1
**E**: -281.5486 Eh
**Energy relative to the best compared isomer or geometry (same formula, charge and spin)**: 108.8 kJ/mol
**LUMO level**: 0.0405 hartree
**HOMO-LUMO gap**: 0.40807 Ha

natural (NBO) atomic charge list, values in e, 2 entries:
1. H 0.397
2. H 0.229

[5]
Entry from the Open Molecules 2025 dataset: one molecule with the formula C3H5N3O at a distorted geometry (wB97M-V/def2-TZVPD).

```
12
Properties=species:S:1:pos:R:3:forces:R:3
C -1.93815 -0.41278 0.01889 0.2 1.8 -1.2
N 2.57888 -1.94864 0.01884 0.7 -0.5 0.0
H 0.07014 1.53552 -0.59292 0.3 -1.3 1.3
C 0.44548 -0.44089 -0.07579 -0.9 -0.1 -0.6
C 1.67006 -1.26333 -0.05053 -1.2 1.1 -0.2
N 0.59913 0.96703 0.13065 0.4 0.7 -1.7
O 1.96182 1.38531 -0.19894 -0.9 -0.4 0.9
H -2.77269 -1.07719 0.12109 -0.2 -0.9 -1.0
H -2.02573 0.07428 0.96813 0.9 0.6 0.9
N -0.66116 -1.05280 -0.24341 0.6 -0.1 1.2
H 2.20739 1.81584 0.63204 0.3 -0.1 -0.2
H -2.13517 0.41765 -0.72804 -0.1 -1.0 0.5
```
Forces are in eV/Å.

Properties
**Highest occupied orbital energy**: -0.3709 hartree
**SMILES string**: C/N=C(/C#N)NO
**E**: -356.7152 Eh
**Energy relative to the best compared isomer or geometry (same formula, charge and spin)**: 373.3 kJ/mol
**LUMO level**: 0.0146 hartree
**HOMO-LUMO gap**: 0.38555 Ha

natural (NBO) atomic charge list, values in e, 2 entries:
1. C -0.457
2. N -0.265

[6]
Entry from the Open Molecules 2025 dataset: one molecule with the formula C3H5N3O at a distorted geometry (wB97M-V/def2-TZVPD).

```
12
Properties=species:S:1:pos:R:3:forces:R:3
N -1.74092 -0.69485 0.86889 0.1 -0.1 -0.1
C -0.57255 -0.23302 0.28597 0.2 0.1 -0.1
C 1.60392 0.05223 -0.38683 0.0 0.2 -0.1
H -1.15915 1.68811 -0.19702 0.1 -0.2 0.0
H -2.57451 -0.51565 0.32183 0.2 0.0 0.1
H -1.69782 -1.66278 1.15037 0.0 0.0 0.0
N 0.63586 -0.80090 0.23127 0.1 0.1 -0.1
H 1.16082 2.09265 -1.22561 -0.1 -0.1 0.1
N -0.45034 0.97279 -0.26673 0.0 -0.2 0.2
O 2.72959 -0.45597 -0.49124 0.3 0.7 -0.3
H 1.18030 -1.64664 0.39633 -1.4 -0.5 0.5
C 0.88480 1.20403 -0.68724 0.3 0.0 -0.1
```
Forces are in eV/Å.

Properties
**Highest occupied orbital energy**: -0.2541 hartree
**E**: -356.8005 Eh
**Energy relative to the best compared isomer or geometry (same formula, charge and spin)**: 149.3 kJ/mol
**LUMO level**: 0.0128 hartree
**HOMO-LUMO gap**: 0.26684 Ha

natural (NBO) atomic charge list, values in e, 2 entries:
1. N -0.806
2. C 0.559

[7]
Entry from the Open Molecules 2025 dataset: C3H5N3O as an isolated structure (wB97M-V/def2-TZVPD).

```
12
Properties=species:S:1:pos:R:3:forces:R:3
N -0.39075 -1.29686 0.76319 0.1 0.6 -0.4
O -2.08531 1.04974 0.24240 0.1 0.1 -0.1
C -0.12522 -0.40305 -0.02405 0.2 -0.4 0.4
H -2.42329 -0.85385 0.75948 0.0 0.0 -0.2
H -2.10330 -0.62433 -1.00362 0.2 0.1 0.1
H -1.56801 1.55440 -0.40816 0.0 0.0 0.2
H 3.39071 -0.46004 0.69986 -0.1 0.0 -0.1
N 0.53943 0.48081 -0.67286 -0.3 -0.2 0.1
N 1.90442 0.33387 -0.25090 0.2 -0.3 0.2
H 2.43860 1.11360 -0.62544 -0.1 -0.2 0.0
C -1.89516 -0.27184 0.01025 -0.4 -0.1 0.0
C 2.31788 -0.62246 0.50984 0.1 0.5 -0.3
```
Forces are in eV/Å.

Properties
**Highest occupied orbital energy**: -0.3186 hartree
**E**: -356.5905 Eh
**Energy relative to the best compared isomer or geometry (same formula, charge and spin)**: 700.7 kJ/mol
**LUMO level**: 0.0064 hartree
**HOMO-LUMO gap**: 0.32502 Ha

natural (NBO) atomic charge list, values in e, 2 entries:
1. N -0.239
2. O -0.648

[8]
Entry from the Open Molecules 2025 dataset: C3H5N3O as an isolated structure at a distorted geometry (wB97M-V/def2-TZVPD).

```
12
Properties=species:S:1:pos:R:3:forces:R:3
H 0.13075 3.05654 -0.19141 2.9 -4.5 0.7
N -0.68351 -1.08741 0.11997 -3.7 0.7 -1.2
C 1.68827 -1.13884 0.07902 5.0 -0.8 -1.3
C -1.87758 -0.50034 -0.32031 3.5 -5.7 0.3
O 2.76588 -0.61474 -0.37835 -4.8 -2.2 2.2
H -2.12528 0.43224 -0.76562 0.5 1.3 0.4
C 0.37150 0.93837 0.46345 -1.1 4.1 -1.3
H -2.71323 -1.35869 -0.65282 2.5 2.2 1.5
H 1.55211 -2.25538 0.38957 0.4 1.6 -1.0
N 0.57248 -0.46040 0.42142 -3.0 2.6 -1.1
N 0.90852 1.94945 -0.20848 -3.4 0.3 1.2
H -0.58989 1.03922 1.04356 1.0 0.4 -0.4
```
Forces are in eV/Å.

Properties
**Highest occupied orbital energy**: -0.3664 hartree
**E**: -356.6162 Eh
**Energy relative to the best compared isomer or geometry (same formula, charge and spin)**: 633.1 kJ/mol
**LUMO level**: -0.0066 hartree
**HOMO-LUMO gap**: 0.35976 Ha

natural (NBO) atomic charge list, values in e, 2 entries:
1. H 0.346
2. N -0.227

[9]
Entry from the Open Molecules 2025 dataset: one molecule with the formula C3H5N3O (wB97M-V/def2-TZVPD).

```
12
Properties=species:S:1:pos:R:3:forces:R:3
H -1.79577 -1.42559 -0.76968 0.1 0.3 0.2
N 2.06455 -0.11347 0.00480 -0.6 0.2 -0.3
C -0.17567 -0.45228 -0.01439 0.3 0.4 -0.3
H 1.25546 -2.10718 -0.00504 0.1 0.0 -0.1
N -1.55131 -0.79138 -0.00768 0.0 -0.8 0.4
H -1.68201 1.35067 -0.04094 0.5 0.0 0.0
N 0.12192 0.88867 -0.03510 -0.6 -0.2 0.2
H -1.81301 -1.25778 0.87226 0.1 0.4 -0.6
C 1.06190 -1.04782 -0.03647 -0.1 -0.2 0.4
C 1.44639 1.06037 -0.01161 0.5 -0.1 0.2
O -0.84087 1.86342 -0.01496 -0.3 0.2 0.0
H 1.90842 2.03237 0.05880 0.0 -0.1 -0.1
```
Forces are in eV/Å.

Properties
**Highest occupied orbital energy**: -0.3249 hartree
**SMILES string**: Nc1cncn1O
**E**: -356.7631 Eh
**Energy relative to the best compared isomer or geometry (same formula, charge and spin)**: 247.6 kJ/mol
**LUMO level**: 0.0231 hartree
**HOMO-LUMO gap**: 0.34797 Ha

natural (NBO) atomic charge list, values in e, 2 entries:
1. H 0.388
2. N -0.450

[10]
Entry from the Open Molecules 2025 dataset: one molecule with the formula C3H5N3O at a distorted geometry (wB97M-V/def2-TZVPD).

```
12
Properties=species:S:1:pos:R:3:forces:R:3
H 0.56001 -0.75877 2.80643 -0.3 0.4 1.9
H -0.97631 0.69208 0.58538 -0.6 1.0 0.6
H 1.42112 1.04207 -2.02005 0.2 -0.2 -0.7
H 0.72342 -1.86233 1.50097 0.0 0.1 0.4
N 0.63464 -0.91168 1.85695 1.1 0.2 -4.4
O -2.53994 -0.07928 -0.45817 -0.4 0.8 -0.1
C 0.88710 0.14150 1.03008 -0.3 -0.4 3.7
N -0.56177 0.51374 -1.35512 -0.8 0.3 -3.1
N 1.26776 0.24079 -0.14780 1.7 -0.4 -0.5
H -0.76627 -0.05092 -2.15242 -1.3 0.0 -0.7
C -1.46701 0.47682 -0.35664 0.5 -2.1 0.4
C 0.81726 0.55597 -1.28960 0.3 0.2 2.3
```
Forces are in eV/Å.

Properties
**Highest occupied orbital energy**: -0.2813 hartree
**E**: -356.7231 Eh
**Energy relative to the best compared isomer or geometry (same formula, charge and spin)**: 352.5 kJ/mol
**LUMO level**: 0.0188 hartree
**HOMO-LUMO gap**: 0.30010 Ha

natural (NBO) atomic charge list, values in e, 2 entries:
1. H 0.400
2. H 0.133

[11]
Entry from the Open Molecules 2025 dataset: one molecule with the formula C3H5N3O at a distorted geometry (wB97M-V/def2-TZVPD).

```
12
Properties=species:S:1:pos:R:3:forces:R:3
H 1.60261 1.43797 -0.42418 -0.6 0.1 0.0
O -1.51145 1.11462 -0.32709 1.5 -0.3 0.6
C 0.41132 -0.14291 -0.05661 -0.2 -2.6 0.9
C 1.15579 -1.25763 -0.09234 0.0 0.6 -0.2
C -1.08171 -0.15983 -0.05458 -1.3 -1.5 -0.5
N 0.83153 1.13128 0.17054 -1.1 1.8 0.0
H 0.71604 -2.23870 -0.22479 0.0 0.2 0.0
N -0.35642 1.97459 -0.04448 -0.1 0.7 -0.9
N -1.91344 -1.13119 0.05976 1.1 1.6 -0.1
H -1.41721 -2.00610 0.23202 0.0 0.2 -0.1
H 2.23683 -1.19747 -0.03005 -0.1 -0.1 0.0
H -0.67389 2.47537 0.79181 0.6 -0.8 0.2
```
Forces are in eV/Å.

Properties
**Highest occupied orbital energy**: -0.3264 hartree
**SMILES string**: [H]/N=C1/ONNC1=C
**E**: -356.7007 Eh
**Energy relative to the best compared isomer or geometry (same formula, charge and spin)**: 411.2 kJ/mol
**LUMO level**: 0.0233 hartree
**HOMO-LUMO gap**: 0.34967 Ha

natural (NBO) atomic charge list, values in e, 2 entries:
1. H 0.392
2. O -0.340

[12]
Entry from the Open Molecules 2025 dataset: one molecule with the formula C3H5N3O (wB97M-V/def2-TZVPD).

```
12
Properties=species:S:1:pos:R:3:forces:R:3
N -1.48188 2.17182 -0.92149 0.5 -0.5 -0.5
H 0.92864 1.84487 -0.41126 -0.2 0.0 0.2
O -0.97001 -0.85915 -0.70182 0.2 0.1 0.1
H 0.37395 -1.79757 2.06315 0.1 0.1 -0.1
H 0.09992 1.25603 -1.86347 0.0 -0.1 0.1
N 0.64052 -1.79348 1.08145 -0.2 0.1 -0.1
C -0.01473 -0.07416 -0.19554 -0.2 -0.1 0.3
H -0.84121 -1.71974 -0.24309 0.0 0.1 0.0
C 0.06974 1.29482 -0.77676 -0.4 0.2 -0.5
N 0.82638 -0.40405 0.70749 0.0 -0.1 -0.2
H 1.56009 -2.22354 1.04207 -0.1 0.1 0.0
C -1.19142 2.30415 0.21927 0.1 0.2 0.7
```
Forces are in eV/Å.

Properties
**Highest occupied orbital energy**: -0.3625 hartree
**E**: -356.6943 Eh
**Energy relative to the best compared isomer or geometry (same formula, charge and spin)**: 428.2 kJ/mol
**LUMO level**: 0.0287 hartree
**HOMO-LUMO gap**: 0.39121 Ha

natural (NBO) atomic charge list, values in e, 2 entries:
1. N -0.423
2. H 0.264